1.
93
Properties=species:S:1:pos:R:3:mulliken_charge:R:1 method="wB97M-V/def2-TZVPD" relative_energy_ev=0.000 e_homo_ev=-8.36 orbital_gap_ev=8.400
Rb -0.808 0.937 -0.199 0.48
N -1.902 -1.562 -1.551 -0.07
C -3.357 -1.668 -1.551 -0.97
C -3.948 -1.317 -0.191 -0.77
N -3.792 0.075 0.219 1.40
C -4.128 0.231 1.636 -1.34
C -3.106 -0.282 2.636 -0.58
N -1.839 0.447 2.574 -0.14
C -4.653 0.964 -0.565 -0.98
C -4.172 2.408 -0.587 -0.66
N -3.054 2.584 -1.520 -0.39
H -1.494 -2.284 -0.963 -0.26
H -1.522 -1.672 -2.483 0.18
H -3.746 -1.000 -2.321 0.42
H -3.719 -2.674 -1.804 0.46
H -5.015 -1.606 -0.187 0.29
H -3.454 -1.948 0.553 0.23
H -4.268 1.296 1.831 0.53
H -5.097 -0.256 1.848 0.33
H -3.587 -0.204 3.620 0.44
H -2.914 -1.346 2.473 0.09
H -1.979 1.427 2.335 -0.03
H -1.381 0.433 3.476 0.26
H -4.694 0.605 -1.594 0.26
H -5.686 0.923 -0.180 0.33
H -5.026 3.053 -0.825 0.45
H -3.810 2.710 0.397 0.28
H -3.388 2.625 -2.476 0.23
H -2.598 3.467 -1.322 0.21
C 2.638 -0.195 1.317 -1.41
P 1.361 -1.409 1.841 1.07
C 1.566 -1.258 3.663 -1.49
C 2.193 -3.025 1.543 0.01
C 3.576 -3.159 1.641 -0.76
C 4.211 -4.355 1.349 -0.95
C 3.454 -5.447 0.955 -0.77
C 2.074 -5.336 0.866 -0.66
C 1.421 -4.136 1.157 0.40
P -0.400 -3.974 0.921 1.36
C -0.907 -5.722 0.669 -1.79
C -0.994 -3.783 2.654 -1.01
H 3.579 -0.280 1.863 0.50
H 2.221 0.799 1.499 0.28
H 2.828 -0.295 0.248 0.47
H 2.605 -1.391 3.969 0.44
H 0.953 -2.000 4.176 0.42
H 1.233 -0.265 3.970 0.42
H 4.176 -2.307 1.937 0.35
H 5.288 -4.432 1.424 0.42
H 3.933 -6.389 0.721 0.39
H 1.507 -6.205 0.565 0.35
H -0.556 -6.397 1.452 0.45
H -0.574 -6.089 -0.302 0.44
H -1.998 -5.735 0.664 0.41
H -0.478 -4.458 3.339 0.38
H -2.063 -4.006 2.676 0.55
H -0.863 -2.753 2.983 -0.08
N 2.243 0.875 -3.873 -0.02
C 2.283 -0.333 -3.186 0.55
C 3.296 -1.236 -3.558 -0.59
C 3.366 -2.455 -2.926 -0.92
C 2.435 -2.762 -1.938 -0.66
C 1.479 -1.810 -1.651 -0.70
N 1.391 -0.615 -2.248 0.42
C 1.565 2.072 -3.642 0.56
C 1.709 3.077 -4.613 -0.74
C 1.095 4.289 -4.402 -0.39
C 0.346 4.480 -3.244 -1.39
C 0.259 3.425 -2.361 0.11
N 0.853 2.239 -2.541 0.18
H 2.873 0.915 -4.655 0.16
H 4.011 -0.965 -4.325 0.36
H 4.142 -3.161 -3.195 0.42
H 2.455 -3.700 -1.399 0.52
H 0.730 -2.005 -0.889 0.60
H 2.296 2.896 -5.505 0.38
H 1.198 5.083 -5.131 0.41
H -0.145 5.418 -3.030 0.50
H -0.303 3.522 -1.438 0.22
O 0.473 7.138 2.031 -0.57
C 1.620 6.649 1.620 0.41
O 2.621 7.323 1.501 -0.65
C 1.644 5.215 1.201 0.23
C 2.795 4.625 0.737 -0.68
N 2.489 3.347 0.461 0.02
N 1.200 3.058 0.689 0.07
C 0.667 4.183 1.149 0.04
C -0.816 4.233 1.470 0.39
O -1.248 5.312 1.933 -0.91
O -1.483 3.210 1.210 -0.28
H -0.251 6.413 2.035 0.45
H 3.779 5.041 0.605 0.54
H 3.083 2.639 0.065 0.11

=====

2.
19
Properties=species:S:1:pos:R:3:mulliken_charge:R:1 method="wB97M-V/def2-TZVPD" relative_energy_ev=1.450 e_homo_ev=-10.19 orbital_gap_ev=10.900 smiles=OCCC1CC1.O
C 1.678 -0.423 0.224 -0.65
C 1.897 -0.354 -1.260 -0.70
C 0.523 -0.626 -0.716 0.14
O 0.058 1.358 2.391 -0.67
C -0.554 0.432 -0.873 -0.84
C -1.915 -0.001 -0.355 -0.53
O -1.820 -0.274 1.039 -0.55
H 1.697 0.509 0.782 0.33
H 0.647 0.676 2.734 0.31
H 2.069 -1.287 0.758 0.20
H 2.434 -1.165 -1.744 0.27
H 2.073 0.625 -1.699 0.25
H 0.164 -1.650 -0.815 0.37
H -0.648 0.844 1.960 0.35
H -0.680 0.681 -1.936 0.31
H -0.251 1.352 -0.358 0.42
H -2.243 -0.906 -0.891 0.34
H -2.654 0.791 -0.546 0.36
H -2.703 -0.463 1.379 0.28

=====

3.
36
Properties=species:S:1:pos:R:3:mulliken_charge:R:1 method="wB97M-V/def2-TZVPD" relative_energy_ev=4.883 e_homo_ev=-8.57 orbital_gap_ev=9.142 smiles=CCNC[C@@H](C)NC.O.O.O.O
C 0.784 -0.969 0.734 -1.11
N 0.066 0.286 1.276 -0.11
C -0.527 0.031 2.532 -0.49
C -1.946 -0.765 2.350 -0.78
C 1.902 -0.312 -0.115 -0.04
N 1.058 0.433 -1.074 -0.06
C 1.955 1.300 -1.838 -1.11
C 2.840 -1.344 -0.781 -1.33
H 0.157 -1.588 0.188 -0.08
H 1.279 -1.499 1.560 0.45
H -0.602 0.518 0.487 0.08
H 0.136 -0.588 3.184 0.43
H -0.853 1.007 2.966 0.25
H -1.744 -1.421 1.441 0.12
H -2.849 -0.161 2.396 0.33
H -1.888 -1.487 3.187 0.35
H 2.520 0.317 0.472 0.68
H 0.462 -0.176 -1.625 0.30
H 1.696 1.230 -2.906 0.33
H 3.058 1.036 -1.732 0.36
H 1.898 2.363 -1.548 0.25
H 3.655 -1.272 -0.179 0.42
H 2.238 -2.362 -0.581 0.32
H 2.938 -1.353 -1.973 0.30
H -1.209 -2.576 -0.284 0.33
H -1.900 -3.607 0.405 0.18
O -1.186 -3.348 0.259 -0.47
H -0.949 1.433 -2.072 0.37
H -0.904 1.746 -3.600 0.24
O -0.829 1.169 -2.939 -0.60
H -0.614 2.386 0.901 0.36
H -0.482 3.009 -0.495 0.28
O -1.109 2.659 0.137 -0.68
H -2.379 1.203 0.152 0.41
H -3.514 1.784 -0.579 0.32
O -3.157 0.918 -0.306 -0.61

=====

4.
11
Properties=species:S:1:pos:R:3:mulliken_charge:R:1 method="wB97M-V/def2-TZVPD" relative_energy_ev=4.014 charge=+1 e_homo_ev=-15.42 orbital_gap_ev=11.683
C -2.083 0.268 0.410 -0.28
C 0.493 0.218 0.776 -0.32
N -3.219 0.392 0.526 0.03
N 1.190 -0.775 0.411 -0.36
N 1.675 -0.520 -0.934 -0.24
H 0.196 1.212 0.350 0.36
H 0.181 0.045 1.765 0.38
H -4.115 0.771 0.859 0.34
H 1.571 -1.243 -1.646 0.36
H 2.735 -0.601 -1.020 0.38
H 1.376 0.232 -1.497 0.35